Molecular formula: C11H53N4O18S2
Method: DFT, ωB97M-V with the def2-TZVPD basis set

```
88
Properties=species:S:1:pos:R:3:forces:R:3:mulliken_charge:R:1
N -3.4638 1.8828 1.9053 0.3 0.1 0.5 -0.286
C -3.1297 1.1019 0.9114 0.8 0.0 0.1 0.052
N -2.2311 1.5601 -0.0018 -2.3 0.0 -0.5 0.114
C -2.6899 0.9963 -1.2871 0.5 0.1 0.1 0.418
O -3.3024 1.9723 -2.0883 0.0 0.2 0.2 -0.546
C -3.8245 0.0253 -0.8669 -0.5 0.2 -0.3 0.345
C -4.0418 -1.2724 -1.6308 0.4 -0.1 0.3 -1.029
C -3.0589 -2.4138 -1.3218 -0.2 0.0 -0.2 -1.189
C -1.5735 -2.1761 -1.6540 0.1 -0.1 -0.1 -0.392
S -0.5662 -2.5930 -0.1935 -0.3 0.1 0.0 -0.406
C 0.0055 -1.1108 0.5062 -0.2 0.0 0.5 0.135
S 0.3559 0.2445 -0.3516 0.9 0.0 -0.4 -0.262
N 0.2052 -1.1176 1.8940 0.1 -0.9 -0.3 0.442
C 1.6119 -1.4268 2.2932 0.3 0.6 0.3 -0.809
C 1.8608 -2.9186 2.2983 0.0 -0.1 0.0 -0.421
O 1.0131 -3.5483 3.2511 0.0 0.1 0.0 -0.435
C -0.3577 -3.3676 2.9632 0.0 0.0 0.1 -0.515
C -0.7075 -1.8900 2.7626 0.0 0.0 0.1 -0.523
N -3.7252 -0.1372 0.6368 0.4 0.4 -0.5 -0.362
H -3.3227 2.8771 1.7748 0.4 0.0 0.2 0.327
H -3.7721 1.5563 2.8102 -0.8 -0.2 -0.3 0.300
H -1.2432 1.3842 0.2261 0.4 0.5 0.2 -0.323
H -1.8047 0.5990 -1.7740 -0.2 -0.2 -0.2 0.196
H -2.8205 2.8059 -2.0087 0.1 -0.1 -0.2 0.385
H -4.7008 0.6522 -1.0404 -0.2 -0.3 0.2 0.429
H -4.0637 -0.9977 -2.6899 0.1 -0.2 0.0 0.374
H -5.0377 -1.6532 -1.3938 0.0 0.2 0.0 0.428
H -3.4259 -3.2884 -1.8634 0.1 0.0 0.1 0.425
H -3.1255 -2.6876 -0.2622 -0.2 0.0 -0.1 0.567
H -1.1938 -2.8332 -2.4392 -0.1 0.0 0.0 0.751
H -1.3656 -1.1589 -1.9746 0.2 -0.1 0.1 0.207
H 1.7559 -1.0423 3.3065 0.0 0.0 -0.1 0.376
H 2.3089 -0.8874 1.6490 -0.1 -0.1 0.0 0.562
H 1.7241 -3.3585 1.3024 0.0 0.0 0.0 0.168
H 2.8859 -3.1251 2.6080 -0.1 0.1 0.0 0.407
H -0.6640 -3.9793 2.1076 0.1 0.1 0.0 0.265
H -0.9000 -3.7302 3.8394 0.0 0.0 -0.1 0.404
H -1.7340 -1.7778 2.3996 0.1 -0.1 0.0 0.195
H -0.6541 -1.4069 3.7435 0.1 0.1 -0.1 0.428
H -2.9890 -0.8418 0.7596 -0.2 -0.1 0.3 -0.178
O 3.3338 -5.0052 0.3679 -0.1 0.0 -0.1 -0.579
H 3.0001 -5.5916 1.0551 0.0 0.0 0.0 0.283
H 3.5678 -5.5984 -0.3540 0.0 0.0 0.0 0.302
O -0.8894 3.0553 3.4240 -0.6 0.2 0.4 -0.538
H -1.7243 2.5964 3.3187 0.0 0.0 0.2 0.196
H -0.6530 3.0013 4.3609 -0.1 0.3 0.3 0.349
O 0.8250 -3.8965 -3.1197 -0.1 0.2 0.0 -0.599
H 1.0401 -3.6940 -2.2044 0.1 -0.1 0.1 0.260
H 1.5639 -3.4892 -3.5907 0.1 -0.1 0.0 0.305
O 1.2391 2.0328 2.6408 0.8 -0.7 -0.4 -0.678
H 1.1209 1.1944 2.1680 0.0 0.2 -0.1 0.277
H 0.4113 2.1418 3.1301 0.1 0.0 -0.1 0.422
O 3.5814 -2.7014 -2.8224 -0.1 0.1 0.2 -0.515
H 4.2005 -1.9601 -2.8753 0.1 -0.1 -0.2 0.261
H 3.8261 -3.1554 -2.0094 0.0 -0.1 0.0 0.264
O 3.8460 0.6301 3.1627 0.0 -0.2 -0.1 -0.616
H 4.0684 0.9318 4.0480 0.0 0.0 0.0 0.296
H 3.0927 1.1716 2.8994 0.0 0.3 0.2 0.290
O -6.9846 0.9064 -1.9907 0.0 0.2 0.0 -0.677
H -6.3696 1.5216 -2.4088 0.0 0.0 -0.1 0.328
H -7.5548 1.4779 -1.4627 0.1 -0.1 0.2 0.305
O 6.1184 -1.6351 -3.9090 0.1 -0.1 0.1 -0.636
H 6.5670 -0.8499 -4.2428 0.0 0.0 0.1 0.284
H 6.5304 -2.3721 -4.3749 -0.1 0.0 -0.2 0.349
O 8.1748 -3.2680 -2.3465 0.0 -0.1 -0.1 -0.636
H 8.4269 -2.9266 -1.4843 0.0 0.0 0.0 0.318
H 7.4242 -2.7306 -2.6231 0.0 0.2 0.2 0.346
O 0.3268 4.0144 0.7385 0.0 0.4 0.0 -0.781
H 0.9741 4.7311 0.7362 0.0 0.0 -0.1 0.321
H 0.4934 3.5541 1.5767 0.1 -0.2 -0.1 0.393
O 3.1685 0.2319 -4.3256 -0.1 -0.1 0.1 -0.629
H 3.1301 -0.6801 -4.6324 0.1 0.0 0.0 0.292
H 2.3288 0.3728 -3.8768 0.0 0.0 0.0 0.307
O 3.0778 3.8077 -0.6763 0.0 -0.1 0.1 -0.653
H 2.7759 3.8189 -1.5902 0.0 0.1 -0.1 0.330
H 2.3189 3.5183 -0.1572 -0.1 -0.2 -0.1 0.325
O 4.5385 2.4672 -3.0604 -0.1 0.0 0.0 -0.628
H 4.2255 1.6345 -3.4406 0.0 0.0 0.0 0.347
H 4.3406 2.4316 -2.1192 0.1 -0.1 0.1 0.323
O -1.2124 6.6520 1.8531 0.0 -0.1 0.1 -0.640
H -0.7524 7.4549 1.5918 0.0 0.0 0.0 0.314
H -0.7384 5.9290 1.4278 0.0 -0.1 -0.1 0.344
O -9.9616 1.5167 -3.1858 0.0 0.1 0.1 -0.612
H -9.0693 1.3752 -2.8567 0.1 -0.2 -0.2 0.348
H -9.8876 1.4633 -4.1428 0.0 0.0 0.0 0.313
O 1.1346 3.9840 5.4343 -0.3 -0.1 -0.2 -0.603
H 1.7546 4.3472 6.0727 0.0 0.0 0.0 0.293
H 1.0130 4.6705 4.7693 0.1 0.1 0.1 0.312
```
Forces are in eV/Å.

Results
highest occupied orbital energy = -0.4369 Eh
gap between HOMO and LUMO = 7.6966 eV
energy = -2820.36137 Eh
largest force on an atom = 2.4 eV/Å
LUMO energy = -4.19 eV
total charge = +1


Molecular formula: C23H16Cl2N3O6Ti
Method: DFT, ωB97M-V with the def2-TZVPD basis set

```
51
Properties=species:S:1:pos:R:3:forces:R:3:mulliken_charge:R:1
Ti 0.4061 0.6384 -1.0113 0.9 0.2 -0.9 0.463
O 0.9314 3.0411 2.0925 0.1 0.0 0.2 -0.605
C 0.4691 2.3712 1.2162 -0.4 -0.2 -0.4 0.730
O 0.9550 2.2251 -0.0132 -0.2 -0.4 0.5 -0.670
C -0.9094 1.6788 1.3303 0.1 0.3 0.4 0.438
C -1.9587 2.0579 2.1480 0.1 0.0 0.0 -0.974
C -3.2388 1.6408 1.7891 0.0 0.0 0.0 -0.028
C -3.4582 0.9733 0.5844 0.0 0.0 0.0 -0.886
C -2.3497 0.6282 -0.1659 -0.5 -0.2 -0.1 0.623
N -1.1392 0.8683 0.3112 0.1 0.5 -0.5 0.308
C -2.3355 0.2508 -1.6604 0.5 0.2 0.4 0.253
O -3.3157 -0.1149 -2.2372 -0.2 -0.1 -0.1 -0.590
O -1.1318 0.4807 -2.1893 -0.4 -0.4 0.5 -0.736
H -1.7768 2.7117 2.9893 0.0 0.0 0.0 0.502
H -4.0819 1.9210 2.4074 0.0 0.0 0.0 0.425
H -4.4506 0.7815 0.2012 0.0 0.0 0.0 0.509
O 2.2081 0.5929 -2.1764 0.0 0.1 0.2 -0.709
C 2.7866 0.0816 -1.1826 -0.1 -0.3 0.3 0.195
N 4.0896 0.0168 -0.9118 0.1 0.1 -0.1 0.072
C 4.3276 -0.6148 0.3845 -0.1 0.0 0.0 3.381
C 2.8528 -0.9240 0.7946 0.0 -0.2 0.1 -0.837
O 2.5418 -1.4989 1.8097 -0.1 0.1 0.0 -0.698
N 2.0129 -0.4599 -0.1835 0.3 0.1 -0.3 0.492
C 4.8751 0.3548 1.4233 0.0 0.0 0.0 -0.704
C 4.8782 1.7236 1.1973 0.0 0.1 0.0 -0.105
C 5.3087 2.5996 2.1882 0.0 0.0 -0.1 -0.964
C 5.7272 2.1104 3.4130 0.0 0.0 0.0 -0.381
C 5.7021 0.7402 3.6520 0.0 0.1 0.0 -0.912
C 5.2752 -0.1318 2.6668 0.0 0.0 0.0 -0.121
C 5.1561 -1.8808 0.1961 0.0 0.0 0.0 -0.268
C 6.5408 -1.8425 0.3184 0.0 0.0 0.0 -0.193
C 7.3045 -2.9720 0.0565 0.0 0.0 0.0 -0.885
C 6.6886 -4.1544 -0.3254 0.0 0.0 0.0 -0.457
C 5.3069 -4.1967 -0.4551 0.0 0.0 0.0 -0.772
C 4.5471 -3.0660 -0.2000 -0.1 0.0 0.0 -0.109
H 4.7995 0.4030 -1.5110 0.0 -0.1 0.0 0.278
H 4.5222 2.1232 0.2565 0.0 0.0 0.0 0.389
H 5.2995 3.6649 1.9972 0.0 0.0 0.0 0.414
H 6.0604 2.7901 4.1868 0.0 0.0 0.0 0.413
H 6.0099 0.3504 4.6139 0.0 0.0 0.0 0.391
H 5.2381 -1.1952 2.8637 0.0 0.0 0.0 0.515
H 7.0299 -0.9258 0.6229 0.0 0.0 0.0 0.451
H 8.3813 -2.9240 0.1567 0.0 0.0 0.0 0.402
H 7.2822 -5.0384 -0.5206 0.0 0.0 0.0 0.401
H 4.8159 -5.1151 -0.7519 0.0 0.0 0.0 0.424
H 3.4707 -3.1207 -0.3069 0.0 0.0 0.0 -0.023
Cl 1.1336 -4.4585 0.0350 -0.1 0.0 0.0 -0.165
C 0.0875 -3.0932 0.4283 0.0 0.0 0.1 0.042
Cl -0.4962 -2.2615 -1.0292 -0.1 0.0 -0.2 -0.087
H 0.6505 -2.3812 1.0226 0.0 0.0 0.0 -0.083
H -0.7848 -3.4707 0.9448 0.0 0.0 0.0 0.448
```
Forces are in eV/Å.

Results
highest occupied orbital energy (alpha / beta) = -0.3265 / -0.3407 Eh
gap between HOMO and LUMO (alpha / beta) = 8.1053 / 8.3267 eV
energy = -3271.85235 Eh
spin multiplicity = 2
largest force on an atom = 1.3 eV/Å
LUMO energy (alpha / beta) = -0.78 / -0.94 eV
relative energy (zero: lowest compared OMol25 entry of this formula, charge and spin) = 16.6 kcal/mol


- What is the largest force on an atom in the first record?
  2.4 eV/Å


- Among the records above, which one has the lowest energy?
  C23H16Cl2N3O6Ti


- largest force on an atom of number 1 (C11H53N4O18S2)?
  2.4 eV/Å


- Which value of energy does entry 1 give?
  -2820.36137 Eh